The following is a DFT calculation (the ωB97M-V functional and the def2-TZVPD basis) of a structure of composition C42H32FMnN3O7.

Computed properties:
Spin multiplicity: 4
LUMO level (alpha / beta), eV: -0.518 / -0.528
⟨S²⟩: 3.806
Max |F|, eV/A: 0.30
E_tot, eV: -96912.642
HOMO (alpha / beta), eV: -6.09 / -8.31
Relative energy (zero: lowest compared OMol25 entry of this formula, charge and spin), kcal per mole: 0.00

Geometry as XYZ:
```
86
Properties=species:S:1:pos:R:3:mulliken_charge:R:1
Mn -0.431 0.425 0.112 0.6141
C 5.728 4.309 -1.397 -1.3498
C 5.238 4.476 0.036 -0.3048
C 6.349 4.426 1.074 -1.0378
C 7.003 3.053 1.099 -1.2070
C 5.962 1.975 1.253 1.0825
C 6.288 0.746 1.776 -0.7321
C 5.314 -0.237 1.936 -0.0337
F 5.693 -1.419 2.451 -0.3605
C 4.009 -0.028 1.602 -0.9416
C 3.652 1.215 1.064 0.4676
C 2.261 1.457 0.696 1.0222
O 1.406 0.569 0.921 -0.7585
C 1.961 2.724 0.135 0.3551
C 2.960 3.648 0.006 -0.3104
N 4.235 3.437 0.350 0.1482
C 4.620 2.212 0.883 -0.4582
C 0.580 3.134 -0.296 0.0459
O 0.330 4.321 -0.407 -0.7352
O -0.258 2.185 -0.575 -0.7365
H 6.480 5.065 -1.628 0.3869
H 4.903 4.421 -2.099 0.3880
H 6.169 3.324 -1.553 0.3633
H 4.713 5.428 0.128 0.4982
H 5.926 4.650 2.056 0.3656
H 7.080 5.203 0.848 0.4310
H 7.717 2.985 1.920 0.4717
H 7.573 2.888 0.180 0.3629
H 7.305 0.530 2.080 0.5402
H 3.252 -0.787 1.741 0.7191
H 2.719 4.625 -0.394 0.5966
C -2.125 0.119 -0.793 -0.2018
C -3.077 -0.197 -1.494 0.3705
C -4.195 -0.604 -2.228 -0.1775
C -4.673 -1.970 -2.041 0.3833
C -3.797 -2.963 -1.572 -0.2874
C -4.229 -4.258 -1.360 -0.4104
C -5.554 -4.604 -1.601 -0.5462
C -6.437 -3.633 -2.054 -0.7497
C -6.006 -2.335 -2.272 -0.3741
C -4.825 0.345 -3.141 0.4198
C -4.673 1.724 -2.936 -0.5353
C -5.243 2.638 -3.803 -0.6089
C -5.973 2.203 -4.903 -0.4339
C -6.118 0.841 -5.129 -0.7172
C -5.552 -0.078 -4.262 -0.3265
H -2.765 -2.695 -1.386 0.3176
H -3.527 -5.005 -1.005 0.4143
H -5.894 -5.618 -1.433 0.3918
H -7.475 -3.886 -2.229 0.3799
H -6.716 -1.586 -2.599 0.6380
H -4.092 2.064 -2.088 0.3908
H -5.115 3.698 -3.622 0.3902
H -6.418 2.920 -5.582 0.3741
H -6.666 0.491 -5.995 0.3813
H -5.650 -1.137 -4.465 0.6015
O 0.376 -1.181 -1.009 -0.8300
C -0.059 -1.903 -0.085 0.8581
O -0.579 -1.337 0.935 -0.4151
C -0.030 -3.386 -0.169 0.1197
C 0.517 -4.004 -1.288 -0.4869
C 0.508 -5.387 -1.392 -0.6603
C -0.049 -6.156 -0.382 -0.4936
C -0.590 -5.513 0.718 -0.1602
C -0.596 -4.139 0.849 -0.1214
N -1.191 -6.328 1.793 1.0777
O -1.683 -5.742 2.735 -0.6130
O -1.140 -7.536 1.677 -0.6317
H 0.934 -3.385 -2.071 0.5032
H 0.929 -5.869 -2.263 0.4272
H -0.074 -7.234 -0.434 0.5190
H -1.036 -3.663 1.713 0.6852
N -1.482 1.212 1.681 -0.2918
C -0.840 1.133 2.962 0.4335
C -1.051 0.033 3.777 -0.4346
C -0.374 -0.059 4.985 -0.6159
C 0.505 0.940 5.375 -0.5949
C 0.704 2.041 4.553 -0.6921
C 0.035 2.140 3.345 -0.3203
H -2.361 0.706 1.642 0.4365
H -1.660 2.172 1.397 0.3942
H -1.721 -0.754 3.458 0.3222
H -0.536 -0.921 5.620 0.4060
H 1.029 0.863 6.319 0.4019
H 1.384 2.828 4.854 0.4149
H 0.190 2.996 2.697 0.3853
```

***

The following is a DFT calculation (the ωB97M-V functional and the def2-TZVPD basis) of a structure of composition C42H33F10IrN3OSTe in a non-equilibrium geometry.

Computed properties:
Spin multiplicity: 2
LUMO level (alpha / beta), eV: -0.826 / -2.039
⟨S²⟩: 0.803
Max |F|, eV/A: 2.01
E_tot, eV: -98746.586
HOMO (alpha / beta), eV: -7.33 / -7.20
Relative energy (zero: lowest compared OMol25 entry of this formula, charge and spin), kcal per mole: 41.07

Geometry as XYZ:
```
92
Properties=species:S:1:pos:R:3:mulliken_charge:R:1
Ir -0.338 -1.779 1.568 0.8799
N 0.394 -2.637 4.691 -0.0930
C 1.420 -2.864 3.871 0.9395
C 2.641 -3.355 4.393 -1.0550
C 3.675 -3.651 3.558 -0.2627
C 3.521 -3.472 2.178 -1.2380
C 2.321 -2.995 1.730 -0.1319
N 1.285 -2.693 2.542 -0.0843
H 0.507 -2.784 5.680 0.2449
H -0.449 -2.199 4.354 -0.0651
H 2.723 -3.492 5.460 0.4008
H 4.606 -4.023 3.962 0.4137
H 4.311 -3.696 1.481 0.4723
H 2.145 -2.827 0.679 0.5296
F -0.966 -1.367 -1.674 -0.1101
C -0.533 -2.643 -1.378 0.3598
C -0.373 -3.038 -0.051 -0.5647
C -0.020 -4.393 0.092 0.6350
F 0.141 -4.948 1.325 -0.5091
C 0.202 -5.257 -0.974 0.4939
F 0.556 -6.539 -0.760 -0.3451
C 0.060 -4.791 -2.275 0.6631
F 0.275 -5.611 -3.325 -0.3289
C -0.322 -3.475 -2.474 0.0278
F -0.501 -3.010 -3.732 -0.3369
F -3.401 -7.986 1.275 -0.3188
C -3.170 -6.701 1.600 0.6303
C -3.483 -5.683 0.705 0.2313
F -4.016 -5.986 -0.490 -0.3393
C -3.241 -4.362 1.053 0.1227
F -3.559 -3.410 0.150 -0.4155
C -2.674 -4.013 2.279 0.3204
S -2.341 -2.327 2.684 -0.5197
C -2.392 -5.050 3.162 0.1233
F -1.851 -4.786 4.373 -0.3434
C -2.625 -6.379 2.837 0.3128
F -2.326 -7.353 3.709 -0.3189
C 1.317 2.595 -7.370 -1.5601
C 1.136 2.277 -5.916 0.7768
C -0.119 2.069 -5.375 -0.9534
C -0.297 1.769 -4.027 0.8631
C -1.694 1.517 -3.552 -1.4084
C 0.819 1.712 -3.198 0.2604
Te 0.764 1.262 -1.048 0.6950
N 0.512 0.062 0.967 0.0082
C 0.556 0.493 2.208 0.2206
O 0.002 -0.279 3.092 -1.0180
C 1.162 1.759 2.688 0.1688
C 0.740 2.265 3.913 -0.4817
C 1.274 3.440 4.405 -0.6222
C 2.243 4.118 3.680 -0.4793
C 2.683 3.607 2.469 -0.7964
C 2.149 2.429 1.977 -0.0669
C -0.679 2.696 -0.472 1.3306
C -0.328 4.033 -0.602 0.5109
C 0.984 4.506 -1.148 -2.0375
C -1.248 5.002 -0.224 -0.9446
C -2.491 4.674 0.290 0.8032
C -3.468 5.731 0.709 -1.5789
C -2.808 3.330 0.413 -0.9742
C -1.926 2.328 0.036 1.0183
C -2.398 0.908 0.157 -1.1866
C 2.104 1.879 -3.728 0.7541
C 3.351 1.777 -2.895 -1.6348
C 2.237 2.175 -5.073 -0.9276
H 0.392 2.447 -7.922 0.3547
H 2.087 1.965 -7.814 0.3685
H 1.625 3.632 -7.503 0.3124
H -0.989 2.115 -6.015 0.3585
H -2.272 2.442 -3.538 0.3609
H -1.713 1.091 -2.554 -0.2529
H -2.193 0.818 -4.222 0.5513
H -0.019 1.727 4.463 0.4329
H 0.936 3.828 5.353 0.4285
H 2.661 5.038 4.063 0.4096
H 3.451 4.122 1.910 0.4628
H 2.526 2.015 1.047 0.5755
H 1.750 3.724 -1.156 0.0233
H 1.357 5.334 -0.548 0.5460
H 0.864 4.855 -2.173 0.3670
H -0.972 6.043 -0.326 0.3658
H -3.045 6.725 0.595 0.3667
H -3.754 5.600 1.750 0.3534
H -4.377 5.678 0.111 0.3306
H -3.773 3.045 0.806 0.4848
H -2.889 0.748 1.115 0.6958
H -1.583 0.187 0.070 -0.9373
H -3.123 0.682 -0.626 0.5482
H 3.440 0.804 -2.410 0.2494
H 3.378 2.534 -2.113 0.2864
H 4.228 1.914 -3.523 0.4215
H 3.227 2.329 -5.478 0.3759
```